(1)
This record from the OMol25 dataset describes an isolated molecule of C4H6O2. The level of theory is ωB97M-V/def2-TZVPD.

```
12
Properties=species:S:1:pos:R:3:mulliken_charge:R:1
C 1.046 -0.652 -0.277 -0.930
C -0.200 -0.523 0.620 0.037
C -0.548 0.968 0.635 -0.381
O -0.514 1.370 -0.732 -0.553
C -0.466 -0.857 -0.766 0.401
O -1.166 -1.323 -1.606 -0.508
H 0.315 0.968 -1.067 0.374
H 1.809 0.124 -0.069 0.307
H 1.526 -1.608 -0.434 0.263
H -0.397 -1.168 1.469 0.398
H 0.158 1.575 1.217 0.259
H -1.562 1.126 1.010 0.332
```

Kohn-Sham gap   10.156 eV
Charge   0
Electronic energy   -306.38042 Ha
HOMO   -9.33 eV
ΔE to the lowest compared entry with this formula, charge and spin   79.0 kcal/mol
SMILES   O=C1C[C@H]1CO

(2)
This record from the OMol25 dataset describes a 2-piece molecular cluster, C5H13NO overall. The level of theory is ωB97M-V/def2-TZVPD.

```
20
Properties=species:S:1:pos:R:3:mulliken_charge:R:1
C -0.057 -1.227 -2.440 -0.322
C -0.111 0.320 -2.750 -0.851
C 0.246 -1.428 -0.928 -1.040
H -0.979 -1.739 -2.708 0.288
H 0.726 -1.709 -3.037 0.265
H 0.118 0.768 -1.776 0.165
H -1.110 0.604 -3.036 0.313
H 0.639 -2.401 -0.628 0.377
H 0.902 -0.647 -0.582 0.281
H 0.837 0.613 -3.212 0.315
H -0.686 -1.447 -0.320 0.225
C 0.367 -0.364 2.582 -1.159
C 0.077 0.714 1.532 0.690
O 0.832 1.042 0.654 -0.625
N -1.203 1.208 1.622 -0.408
H 1.257 -0.930 2.279 0.295
H -0.471 -0.923 2.976 0.400
H -1.388 2.154 1.340 0.231
H -1.809 0.810 2.313 0.180
H 0.757 0.172 3.464 0.378
```

Kohn-Sham gap   10.880 eV
Charge   0
Electronic energy   -328.28590 Ha
HOMO   -10.06 eV
ΔE to the lowest compared entry with this formula, charge and spin   20.7 kcal/mol
SMILES   CC(N)=O.CCC

(3)
This record from the OMol25 dataset describes a 2-piece molecular cluster, C23H18F5NO4S overall. The level of theory is ωB97M-V/def2-TZVPD.

```
52
Properties=species:S:1:pos:R:3:mulliken_charge:R:1
F -0.004 -0.352 5.341 -0.219
C 1.030 -0.169 4.498 0.558
F 0.895 1.038 3.890 -0.219
F 2.187 -0.172 5.205 -0.203
S 1.018 -1.555 3.236 0.866
C 2.423 -1.122 2.311 -0.570
C 2.925 -1.930 1.283 1.109
C 4.105 -1.542 0.540 -0.921
C 4.578 -2.312 -0.498 -0.396
C 3.919 -3.513 -0.846 -0.230
N 4.373 -4.313 -1.928 0.937
O 3.733 -5.362 -2.182 -0.646
O 5.375 -3.965 -2.592 -0.649
C 2.780 -3.925 -0.121 -0.573
C 2.292 -3.170 0.920 -0.614
O 1.202 -2.760 4.016 -0.620
O -0.200 -1.380 2.464 -0.591
H 2.938 -0.218 2.632 0.376
H 4.609 -0.617 0.830 0.345
H 5.454 -2.024 -1.071 0.460
H 2.302 -4.854 -0.412 0.455
H 1.428 -3.522 1.486 0.330
C 0.701 1.135 -5.672 -1.431
C 0.140 0.986 -4.308 0.936
C -0.824 1.878 -3.845 0.117
F -1.233 2.874 -4.699 -0.332
C -1.385 1.818 -2.585 -0.891
C -0.967 0.799 -1.670 1.072
C -1.418 0.634 -0.336 0.075
C -2.411 1.325 0.405 1.067
C -3.192 2.436 -0.048 -0.853
C -4.093 3.033 0.810 0.103
F -4.802 4.123 0.364 -0.340
C -4.331 2.598 2.112 1.043
C -5.314 3.302 2.968 -1.462
C -3.596 1.482 2.552 -0.702
C -2.660 0.877 1.741 -0.905
C 0.014 -0.129 -2.152 -1.077
C 0.538 -0.035 -3.427 -0.582
H 1.446 0.354 -5.842 0.380
H -0.075 1.047 -6.441 0.319
H 1.187 2.110 -5.804 0.324
H -2.127 2.552 -2.303 0.558
H -0.929 -0.173 0.214 0.286
H -3.086 2.822 -1.052 0.571
H -5.364 2.806 3.940 0.385
H -5.033 4.350 3.129 0.323
H -6.315 3.294 2.522 0.321
H -3.773 1.100 3.559 0.349
H -2.078 0.028 2.110 0.461
H 0.338 -0.925 -1.474 0.515
H 1.281 -0.759 -3.769 0.386
```

Kohn-Sham gap   2.388 eV
Charge   0
Electronic energy   -2140.26052 Ha
HOMO   -6.20 eV

(4)
This record from the OMol25 dataset describes a 2-piece molecular cluster, C3H8N2 overall. The level of theory is ωB97M-V/def2-TZVPD.

```
13
Properties=species:S:1:pos:R:3:mulliken_charge:R:1
C 2.216 -1.531 -0.377 -0.273
N 1.884 -1.494 0.848 -0.476
H 3.065 -0.840 -0.598 0.258
H 1.690 -2.090 -1.154 0.249
H 1.408 -2.381 1.050 0.243
C -0.790 1.931 -0.221 -0.625
C -1.907 -0.049 0.350 -0.340
N -1.213 0.517 -0.559 -0.372
H 0.299 1.859 -0.369 0.217
H -1.398 2.126 0.686 0.350
H -1.013 2.620 -1.030 0.225
H -2.462 -0.906 -0.015 0.265
H -1.778 0.238 1.390 0.280
```

Kohn-Sham gap   10.525 eV
Charge   0
Electronic energy   -228.50426 Ha
HOMO   -9.35 eV
ΔE to the lowest compared entry with this formula, charge and spin   90.6 kcal/mol
SMILES   C=NC.C=N

(5)
This record from the OMol25 dataset describes C17H29N5O2W as an isolated structure. The level of theory is ωB97M-V/def2-TZVPD.

```
54
Properties=species:S:1:pos:R:3:mulliken_spin:R:1
W -0.567 -0.067 0.099 1.761
N -1.429 -1.985 0.959 0.020
C -2.819 -1.788 1.445 -0.016
C -2.835 -0.523 2.280 -0.015
N -2.228 0.605 1.520 0.040
C -3.219 1.473 0.808 0.007
C -3.431 0.993 -0.611 -0.004
N -2.101 0.869 -1.253 0.003
H -1.387 -2.714 0.249 0.007
H -0.852 -2.303 1.735 0.004
H -3.148 -2.640 2.038 -0.001
H -3.469 -1.704 0.576 0.004
H -2.242 -0.671 3.183 -0.001
H -3.853 -0.276 2.582 0.001
H -1.757 1.207 2.190 0.010
H -2.813 2.485 0.804 -0.003
H -4.164 1.489 1.351 0.001
H -4.072 1.691 -1.149 -0.001
H -3.911 0.016 -0.634 -0.001
H -1.747 1.801 -1.470 0.008
H -2.173 0.375 -2.139 0.006
O 0.050 1.735 0.466 0.027
C 1.207 2.337 0.862 0.040
C 1.274 3.720 0.758 -0.011
C 2.407 4.395 1.165 0.007
C 3.490 3.693 1.691 -0.005
C 3.420 2.322 1.797 0.003
C 2.281 1.617 1.386 0.002
C 2.241 0.164 1.471 0.047
N 1.247 -0.644 1.075 0.002
C 1.685 -1.952 1.262 0.011
C 2.927 -1.927 1.789 0.002
N 3.253 -0.598 1.920 0.004
H 0.423 4.250 0.351 -0.001
H 2.450 5.472 1.074 0.000
H 4.379 4.217 2.011 0.000
H 4.275 1.796 2.204 0.000
H 1.114 -2.808 0.951 0.002
H 3.598 -2.720 2.068 -0.001
H 4.123 -0.248 2.286 0.000
C 0.411 -3.073 -2.700 0.014
C 0.438 -1.556 -2.622 -0.029
C -0.365 -0.932 -3.754 0.004
C 1.864 -1.026 -2.599 0.011
O -0.181 -1.186 -1.368 0.042
H 0.868 -3.411 -3.630 -0.001
H -0.615 -3.444 -2.674 0.000
H 0.971 -3.508 -1.870 -0.001
H 0.050 -1.220 -4.719 0.000
H -0.332 0.160 -3.698 0.001
H -1.403 -1.275 -3.726 0.000
H 2.382 -1.294 -3.519 -0.001
H 2.415 -1.453 -1.759 -0.003
H 1.868 0.063 -2.510 0.000
```

Kohn-Sham gap (alpha / beta)   7.822 / 7.985 eV
Charge   +2
Electronic energy   -1156.13671 Ha
HOMO (alpha / beta)   -13.93 / -14.36 eV
ΔE to the lowest compared entry with this formula, charge and spin   0.0 kcal/mol
Expectation value of S²   2.010
Multiplicity   3

(6)
This record from the OMol25 dataset describes a 4-piece molecular cluster, C5H17NO3 overall. The level of theory is ωB97M-V/def2-TZVPD.

```
26
Properties=species:S:1:pos:R:3:mulliken_charge:R:1
C -1.610 -0.279 1.498 -0.488
C -0.151 0.229 1.559 -0.765
C 0.920 -0.380 0.609 1.173
C 1.854 0.406 0.083 -1.369
C 0.896 -1.911 0.691 -1.255
N -2.530 0.744 1.919 -0.545
H -1.950 -0.658 0.523 0.272
H -1.512 -1.199 2.101 0.292
H -0.178 1.311 1.407 0.404
H 0.219 0.166 2.590 0.387
H 2.735 0.214 -0.505 0.343
H 1.785 1.463 0.283 0.283
H 1.533 -2.212 1.498 0.298
H 1.202 -2.373 -0.233 0.349
H -0.191 -2.209 0.771 0.307
H -3.483 0.471 1.764 0.205
H -2.407 1.132 2.842 0.186
H -0.084 0.129 -2.393 0.277
H -1.576 -0.003 -1.987 0.352
O -0.973 0.455 -2.585 -0.711
H 2.641 -1.301 -3.177 0.317
H 1.753 0.050 -3.345 0.296
O 2.600 -0.344 -3.142 -0.618
H -1.083 2.344 -0.469 0.280
H -0.221 1.660 -1.592 0.374
O -0.188 2.094 -0.713 -0.644
```

Kohn-Sham gap   9.316 eV
Charge   0
Electronic energy   -481.10773 Ha
HOMO   -8.91 eV
ΔE to the lowest compared entry with this formula, charge and spin   46.2 kcal/mol
SMILES   C=C(C)CCN.O.O.O